#one
225
Properties=species:S:1:pos:R:3:mulliken_charge:R:1 method="wB97M-V/def2-TZVPD" lumo_ev=-0.31 homo_lumo_gap_ev=9.975
O 1.93 -4.59 -0.43 -0.028
S 3.27 -4.87 -0.90 0.914
O 4.34 -5.33 -0.05 -0.842
O 3.11 -5.96 -2.10 0.387
C 4.31 -6.62 -2.58 -0.536
C 3.92 -7.32 -3.85 -0.832
C 3.83 -3.46 -1.91 -0.940
H 4.69 -7.22 -1.76 0.439
H 5.09 -5.88 -2.81 0.302
H 3.46 -6.60 -4.53 0.270
H 3.22 -8.14 -3.71 0.134
H 4.85 -7.68 -4.29 0.519
H 4.85 -3.74 -2.17 0.662
H 3.89 -2.56 -1.30 0.105
H 3.13 -3.41 -2.73 0.056
O 4.27 3.48 3.61 -0.656
S 2.91 3.34 4.05 0.928
O 1.83 3.45 3.11 0.275
O 2.82 1.88 4.77 -0.514
C 1.47 1.44 4.99 2.300
C 1.41 0.91 6.40 -1.697
C 2.59 4.30 5.55 -0.875
H 1.24 0.69 4.23 -0.687
H 0.68 2.19 4.88 -0.771
H 0.38 0.56 6.53 0.339
H 1.67 1.59 7.21 0.314
H 2.07 0.06 6.59 0.389
H 2.73 5.33 5.23 0.234
H 3.39 4.09 6.26 0.483
H 1.60 4.13 5.98 0.125
O -0.16 5.80 5.28 -0.306
S 0.09 7.21 5.10 1.093
O 1.36 7.85 5.35 -0.638
O -0.39 7.62 3.58 -0.409
C 0.06 6.74 2.54 0.862
C -1.17 6.28 1.79 -0.740
C -1.21 8.03 6.03 -1.143
H 0.59 5.85 2.92 -0.544
H 0.80 7.19 1.87 0.125
H -0.90 5.53 1.05 -0.149
H -1.54 7.08 1.14 0.380
H -1.98 6.01 2.47 0.276
H -1.19 9.12 5.97 0.376
H -1.04 7.79 7.08 0.403
H -2.15 7.57 5.73 0.291
O 2.79 -1.30 -0.75 -0.735
S 1.41 -1.06 -0.41 0.832
O 0.85 -1.66 0.80 -0.126
O 1.32 0.55 -0.29 -0.331
C 0.42 1.14 0.68 3.044
C 0.40 2.60 0.29 -0.117
C 0.36 -1.31 -1.85 0.396
H 0.70 1.01 1.73 -0.516
H -0.58 0.73 0.53 -1.140
H 0.22 2.96 -0.72 -0.492
H 1.39 3.04 0.48 -0.631
H -0.28 3.16 0.94 0.058
H -0.71 -1.24 -1.65 -0.682
H 0.47 -2.37 -2.11 -0.546
H 0.80 -0.83 -2.72 0.659
O 6.71 1.94 -0.67 -0.687
S 5.39 2.51 -0.67 0.906
O 5.21 3.92 -0.72 -0.537
O 4.62 1.84 -1.95 -0.492
C 3.26 2.19 -2.16 1.781
C 2.88 1.41 -3.43 -1.822
C 4.34 1.82 0.64 0.119
H 3.16 3.27 -2.31 0.201
H 2.57 1.84 -1.38 -0.868
H 1.81 1.42 -3.64 0.155
H 3.24 0.40 -3.27 0.409
H 3.37 1.89 -4.27 0.556
H 4.11 0.79 0.36 -0.124
H 3.47 2.45 0.73 -0.608
H 5.00 1.86 1.51 0.715
O 0.80 3.99 -3.93 -0.552
S -0.48 4.59 -3.71 1.048
O -0.89 5.78 -4.43 -0.751
O -1.60 3.46 -3.99 -0.224
C -2.96 3.93 -4.02 -0.091
C -3.84 2.68 -4.13 -1.604
C -0.72 4.79 -1.91 1.030
H -3.07 4.46 -4.97 0.809
H -3.21 4.53 -3.15 -0.454
H -3.53 2.07 -4.97 0.903
H -4.90 2.95 -4.12 0.593
H -3.63 2.06 -3.25 -0.334
H -0.97 5.84 -1.79 0.883
H 0.28 4.72 -1.48 -0.926
H -1.41 3.99 -1.66 -0.538
O -1.44 0.38 4.18 -0.380
S -2.37 1.37 4.69 0.985
O -3.77 1.07 4.73 -0.693
O -1.90 1.69 6.23 -0.146
C -2.85 2.44 7.02 -0.150
C -2.28 2.56 8.41 -1.357
C -2.00 2.99 3.91 -0.260
H -3.80 1.89 7.05 0.345
H -3.06 3.43 6.61 0.241
H -2.07 1.60 8.89 0.327
H -2.98 3.12 9.03 0.416
H -1.32 3.07 8.43 0.287
H -2.05 2.86 2.84 -0.239
H -1.01 3.24 4.30 -0.023
H -2.76 3.66 4.30 0.593
O 0.68 -3.48 -6.75 -0.705
S 0.81 -3.97 -5.40 0.867
O 1.24 -3.10 -4.34 -0.293
O -0.59 -4.62 -4.88 0.070
C -1.30 -5.40 -5.87 -0.367
C -2.60 -5.76 -5.21 -1.059
C 1.91 -5.43 -5.45 -0.314
H -0.68 -6.26 -6.14 0.310
H -1.41 -4.87 -6.82 0.525
H -3.11 -4.81 -5.01 0.190
H -2.52 -6.25 -4.24 0.157
H -3.22 -6.35 -5.89 0.405
H 2.42 -5.66 -4.52 -0.820
H 2.63 -5.27 -6.24 0.643
H 1.28 -6.32 -5.60 0.335
O 2.22 5.13 -0.27 0.037
S 2.53 6.54 -0.41 1.006
O 1.45 7.48 -0.48 -0.688
O 3.40 7.07 0.86 -0.357
C 4.22 6.16 1.55 0.663
C 4.39 6.58 3.01 -1.274
C 3.77 6.80 -1.67 -0.892
H 5.23 6.14 1.13 0.249
H 3.82 5.15 1.57 -0.307
H 4.98 5.87 3.58 0.386
H 3.41 6.73 3.47 -0.015
H 4.94 7.52 3.00 0.500
H 3.40 6.36 -2.59 0.317
H 4.58 6.20 -1.25 0.227
H 4.07 7.84 -1.64 0.429
O -2.24 2.23 -1.44 -1.026
S -3.34 2.83 -0.74 2.489
O -3.58 2.47 0.65 -0.671
O -3.14 4.41 -0.81 -0.659
C -4.00 5.29 -0.08 -0.125
C -4.09 6.63 -0.76 -1.331
C -4.86 2.72 -1.68 -1.592
H -3.64 5.34 0.96 0.108
H -4.93 4.76 0.16 0.539
H -3.82 6.59 -1.82 0.260
H -3.39 7.34 -0.31 0.275
H -5.10 7.04 -0.82 0.372
H -4.81 1.78 -2.25 0.403
H -4.97 3.54 -2.38 0.548
H -5.64 2.63 -0.93 0.620
O -3.06 -3.36 1.73 -0.667
S -3.23 -2.42 0.65 1.117
O -2.68 -2.66 -0.65 -0.413
O -4.84 -2.22 0.46 -0.479
C -5.30 -1.24 -0.45 0.840
C -6.08 -0.16 0.28 -1.030
C -2.75 -0.78 1.18 -0.052
H -6.01 -1.75 -1.11 0.428
H -4.54 -0.81 -1.12 -1.055
H -6.82 -0.67 0.90 0.433
H -6.53 0.55 -0.41 0.258
H -5.39 0.49 0.81 0.098
H -1.98 -0.83 1.95 0.249
H -3.60 -0.36 1.71 0.293
H -2.49 -0.26 0.27 -0.419
O 0.34 -5.89 4.45 -0.662
S 1.00 -5.79 3.17 0.958
O 2.34 -5.25 3.06 -0.475
O 1.06 -7.28 2.54 -0.469
C 1.28 -7.38 1.14 1.150
C 1.23 -8.88 0.79 -1.411
C -0.15 -4.96 2.02 -0.702
H 2.21 -7.03 0.69 -0.038
H 0.46 -6.91 0.59 -0.308
H 1.64 -9.03 -0.21 0.229
H 0.19 -9.18 0.76 0.341
H 1.82 -9.41 1.54 0.424
H 0.45 -4.49 1.24 -0.107
H -0.60 -4.13 2.56 0.459
H -0.93 -5.54 1.55 0.612
O -7.19 -1.20 -5.12 -0.672
S -6.02 -0.47 -4.72 0.998
O -5.92 0.09 -3.39 -0.517
O -4.70 -1.37 -5.10 -0.372
C -3.43 -0.77 -4.82 0.547
C -2.79 -1.27 -3.53 1.541
C -5.80 0.85 -5.97 -0.573
H -3.41 0.32 -4.94 -0.913
H -2.78 -1.04 -5.66 0.632
H -2.74 -2.36 -3.62 0.071
H -3.39 -1.05 -2.65 -1.145
H -1.74 -0.99 -3.56 0.150
H -6.76 1.32 -6.13 0.406
H -5.38 0.35 -6.84 0.393
H -5.09 1.60 -5.61 0.114
O 0.87 -8.85 -5.07 -0.673
S 0.28 -8.76 -3.77 1.150
O 0.84 -9.52 -2.67 -0.563
O 0.16 -7.18 -3.36 -0.104
C 0.04 -6.88 -1.96 0.168
C -0.43 -5.44 -1.85 -0.253
C -1.51 -9.19 -3.90 -1.019
H 1.03 -6.93 -1.51 -0.544
H -0.65 -7.59 -1.49 0.788
H -0.69 -5.27 -0.80 0.111
H -1.17 -5.12 -2.58 0.207
H 0.44 -4.79 -1.98 -0.766
H -1.95 -8.89 -2.96 0.302
H -1.45 -10.28 -3.96 0.494
H -1.90 -8.77 -4.82 0.263
O 4.99 -1.07 2.16 -0.457
S 5.10 -1.99 3.27 1.019
O 6.21 -1.85 4.19 -0.714
O 3.74 -1.86 4.18 -0.598
C 2.51 -1.98 3.46 2.726
C 1.53 -2.51 4.50 -1.549
C 5.09 -3.64 2.63 -0.251
H 2.55 -2.71 2.65 -0.460
H 2.08 -1.03 3.13 -0.882
H 1.85 -3.46 4.92 0.447
H 0.52 -2.65 4.11 0.131
H 1.41 -1.85 5.37 0.147
H 4.23 -3.74 1.98 -0.424
H 5.07 -4.37 3.44 0.375
H 5.93 -3.82 1.96 0.440

=====

#two
225
Properties=species:S:1:pos:R:3:mulliken_charge:R:1 method="wB97M-V/def2-TZVPD" lumo_ev=0.17 homo_lumo_gap_ev=10.733
O 0.10 -1.90 2.12 -0.242
S -1.11 -1.23 1.73 -0.235
O -2.33 -1.93 1.69 -0.436
O -1.07 0.13 2.67 0.554
C -2.24 0.93 2.63 2.509
C -2.91 1.07 4.03 -1.374
C -0.82 -0.52 0.12 3.263
H -3.02 0.48 2.05 -0.595
H -1.89 1.98 2.31 -1.210
H -2.97 0.09 4.42 0.652
H -3.94 1.50 3.98 -0.183
H -2.34 1.69 4.72 0.126
H -1.58 0.20 -0.16 -1.290
H -0.83 -1.43 -0.50 -0.993
H 0.19 -0.01 0.00 -0.532
O -6.83 4.08 1.18 -0.759
S -5.60 4.48 0.58 1.302
O -5.41 4.37 -0.85 -0.708
O -5.22 6.02 0.91 -0.122
C -6.06 6.82 1.72 -0.001
C -6.62 8.02 0.97 -1.501
C -4.24 3.78 1.50 1.544
H -5.60 7.09 2.66 0.064
H -6.92 6.24 2.03 0.348
H -5.85 8.77 0.87 0.341
H -7.40 8.42 1.59 0.426
H -7.05 7.83 -0.02 0.316
H -3.26 4.14 1.14 -0.394
H -4.27 2.72 1.38 -0.251
H -4.36 4.11 2.55 -0.651
O 1.16 -3.12 -1.88 -0.136
S 0.00 -3.91 -2.11 1.468
O 0.03 -5.33 -2.45 -0.847
O -0.83 -3.72 -0.75 -0.153
C -2.08 -4.52 -0.48 -0.079
C -1.68 -5.59 0.41 -1.571
C -0.94 -3.21 -3.38 -0.968
H -2.43 -4.84 -1.45 0.465
H -2.79 -3.82 -0.05 0.120
H -2.55 -6.08 0.83 0.396
H -1.05 -5.20 1.20 0.273
H -1.05 -6.25 -0.15 0.409
H -0.53 -3.57 -4.34 0.447
H -0.98 -2.09 -3.34 -0.332
H -1.94 -3.61 -3.35 0.584
O 6.16 0.34 -3.02 -0.769
S 4.72 0.25 -3.18 1.292
O 3.92 -0.07 -2.03 -0.165
O 4.21 1.63 -3.71 -0.465
C 3.90 2.63 -2.63 0.365
C 3.32 3.87 -3.29 -1.693
C 4.40 -0.82 -4.57 -0.184
H 4.84 2.83 -2.16 0.601
H 3.21 2.14 -1.99 -0.194
H 3.80 4.02 -4.19 0.543
H 3.51 4.70 -2.66 0.437
H 2.31 3.78 -3.50 0.279
H 4.98 -0.34 -5.38 0.424
H 3.33 -0.89 -4.82 -0.338
H 4.83 -1.80 -4.27 -0.249
O -0.58 3.47 -2.59 -0.627
S -1.69 3.53 -1.66 1.087
O -1.71 2.67 -0.51 -0.041
O -2.07 4.96 -1.21 -0.208
C -1.02 5.79 -0.53 0.478
C -1.61 7.15 -0.24 -1.150
C -3.22 3.33 -2.66 -1.081
H -0.19 5.79 -1.27 0.447
H -0.71 5.23 0.36 -0.291
H -1.03 7.73 0.49 0.382
H -2.64 7.05 0.19 -0.046
H -1.75 7.73 -1.14 0.435
H -2.97 2.55 -3.32 0.362
H -3.37 4.32 -3.15 0.423
H -3.99 3.00 -2.00 0.144
O 4.04 -0.70 3.61 -0.514
S 4.20 -0.17 2.32 1.202
O 3.59 1.09 1.92 -0.686
O 5.74 -0.20 2.07 -0.286
C 6.36 0.84 1.35 -0.208
C 6.99 0.25 0.08 -0.790
C 3.67 -1.43 1.15 0.113
H 7.10 1.20 2.06 0.279
H 5.55 1.49 1.09 0.256
H 7.30 -0.71 0.38 0.229
H 7.88 0.84 -0.27 0.442
H 6.24 0.23 -0.69 -0.035
H 4.55 -1.88 0.64 -0.614
H 2.97 -1.05 0.43 0.206
H 3.12 -2.21 1.75 0.292
O -2.98 -2.12 -1.95 -1.045
S -3.74 -0.99 -2.34 1.891
O -3.30 -0.07 -3.29 -0.612
O -5.04 -1.68 -2.90 -0.227
C -6.15 -0.94 -3.53 -0.158
C -6.46 -1.56 -4.82 -1.380
C -4.24 -0.07 -0.96 0.165
H -5.90 0.11 -3.69 0.314
H -6.98 -0.95 -2.84 0.362
H -7.20 -0.92 -5.29 0.395
H -6.93 -2.55 -4.73 0.328
H -5.58 -1.62 -5.39 0.324
H -4.17 -0.53 0.04 -0.139
H -5.27 0.28 -1.18 0.500
H -3.54 0.78 -1.04 -0.923
O 6.70 -5.90 -1.65 -0.743
S 6.55 -4.61 -2.33 1.430
O 7.28 -4.35 -3.52 -0.716
O 5.12 -4.36 -2.76 -0.129
C 3.93 -4.70 -2.00 0.766
C 3.40 -6.08 -2.45 -1.536
C 6.99 -3.36 -1.11 -0.584
H 3.26 -3.88 -2.08 0.044
H 4.18 -4.84 -0.97 -0.181
H 2.44 -6.28 -2.03 0.452
H 4.25 -6.74 -2.22 0.468
H 3.41 -6.11 -3.53 0.254
H 6.22 -3.23 -0.35 -0.412
H 7.14 -2.50 -1.68 0.502
H 8.01 -3.64 -0.76 0.467
O -4.80 4.01 4.54 -0.480
S -4.13 4.64 5.65 1.186
O -2.70 4.36 5.98 -0.666
O -4.22 6.21 5.54 -0.378
C -3.27 6.93 4.50 0.656
C -2.18 7.62 5.22 -1.264
C -5.24 4.50 7.12 -1.193
H -4.00 7.49 3.90 0.148
H -2.90 6.13 3.90 -0.343
H -1.78 6.79 5.78 0.281
H -2.57 8.41 5.83 0.432
H -1.47 8.08 4.52 0.312
H -4.84 5.08 8.00 0.339
H -5.44 3.48 7.42 0.372
H -6.10 5.00 6.74 0.378
O 5.64 -3.48 1.74 -0.421
S 5.74 -4.66 2.50 1.027
O 6.03 -4.52 3.91 -0.710
O 4.38 -5.41 2.26 -0.085
C 3.75 -6.44 2.97 -0.202
C 4.34 -7.77 2.74 -1.334
C 6.93 -5.76 1.79 -0.933
H 2.75 -6.47 2.49 0.202
H 3.63 -6.20 4.00 0.352
H 3.68 -8.55 3.04 0.425
H 5.27 -8.00 3.22 0.334
H 4.54 -7.87 1.69 0.354
H 6.77 -6.71 2.27 0.415
H 7.90 -5.38 2.19 0.328
H 6.76 -5.94 0.73 0.184
O 2.66 -1.74 -7.70 -0.609
S 2.93 -3.07 -7.20 1.182
O 3.35 -4.07 -8.20 -0.727
O 4.05 -2.98 -6.13 -0.204
C 5.23 -3.88 -6.20 -0.460
C 5.00 -5.36 -5.92 -1.006
C 1.53 -3.60 -6.33 -0.530
H 6.01 -3.47 -5.51 0.348
H 5.64 -3.79 -7.16 0.589
H 4.24 -5.85 -6.52 0.518
H 4.71 -5.55 -4.87 -0.181
H 5.85 -5.86 -6.37 0.393
H 1.39 -2.91 -5.50 -0.279
H 1.64 -4.59 -5.92 0.539
H 0.63 -3.47 -6.93 0.372
O -5.75 0.65 2.21 -0.349
S -7.13 0.50 1.94 1.238
O -7.61 0.65 0.61 -0.719
O -7.67 -0.80 2.59 -0.322
C -7.14 -2.14 2.23 -0.335
C -5.96 -2.41 3.08 -0.739
C -8.04 1.54 2.93 -0.890
H -6.94 -2.21 1.15 0.222
H -7.94 -2.82 2.45 0.316
H -6.27 -2.34 4.09 0.336
H -5.13 -1.77 2.89 -0.022
H -5.66 -3.42 2.90 0.440
H -7.74 2.54 2.61 0.169
H -7.88 1.49 4.02 0.284
H -9.09 1.28 2.71 0.399
O 2.74 2.32 6.28 -0.656
S 2.97 0.93 6.73 1.231
O 2.60 0.60 8.08 -0.650
O 2.24 0.03 5.67 -0.061
C 1.97 -1.37 5.98 -0.633
C 0.44 -1.50 6.08 -1.006
C 4.69 0.56 6.42 -0.887
H 2.45 -1.62 6.90 0.652
H 2.51 -1.90 5.26 0.341
H -0.04 -1.24 5.13 0.071
H 0.18 -0.86 6.89 0.367
H 0.34 -2.58 6.36 0.391
H 4.94 0.79 5.37 0.071
H 4.89 -0.51 6.51 0.342
H 5.19 1.31 6.97 0.524
O 0.10 5.74 3.76 -0.719
S -0.11 4.47 3.19 1.509
O -1.39 4.37 2.46 -0.639
O 0.96 4.16 2.04 -0.716
C 0.76 2.86 1.33 1.649
C 1.71 2.95 0.15 -1.757
C 0.14 3.18 4.41 -0.489
H -0.26 2.83 1.04 -0.567
H 1.15 2.10 1.97 0.456
H 1.51 2.10 -0.50 0.058
H 2.75 2.80 0.44 0.481
H 1.53 3.89 -0.33 0.383
H 0.45 2.22 3.89 -0.063
H -0.85 3.11 4.96 -0.164
H 0.93 3.34 5.12 0.677
O -1.46 -2.61 -6.94 -0.745
S -1.28 -1.17 -7.02 1.604
O -2.32 -0.30 -6.66 -0.648
O -0.02 -0.92 -6.09 -0.126
C 0.38 0.37 -5.66 -0.894
C 0.72 0.25 -4.14 0.143
C -0.73 -0.78 -8.61 -1.011
H -0.34 1.14 -5.88 0.619
H 1.30 0.49 -6.27 0.401
H -0.15 0.38 -3.54 0.172
H 1.54 0.85 -3.74 -0.068
H 0.97 -0.81 -4.04 -0.364
H -0.82 0.30 -8.69 0.369
H -1.43 -1.14 -9.35 0.433
H 0.31 -1.07 -8.70 0.228

=====

#three
225
Properties=species:S:1:pos:R:3:mulliken_charge:R:1 method="wB97M-V/def2-TZVPD" lumo_ev=-0.07 homo_lumo_gap_ev=10.182
O 8.35 4.63 4.22 -0.654
S 7.14 3.90 4.51 1.181
O 6.99 2.46 4.60 -0.512
O 6.40 4.67 5.88 -0.320
C 7.06 4.75 7.05 -0.273
C 7.90 5.98 7.13 -1.078
C 5.88 4.41 3.22 -0.614
H 7.54 3.78 7.15 0.340
H 6.39 4.89 7.90 0.249
H 8.46 6.05 8.07 0.368
H 7.36 6.91 6.98 0.289
H 8.61 6.03 6.31 0.280
H 5.04 4.75 3.83 0.324
H 5.59 3.46 2.78 0.156
H 6.30 5.04 2.43 0.270
O -0.58 -7.34 0.94 -0.525
S -1.81 -6.75 1.35 1.073
O -2.79 -7.71 1.99 -0.649
O -1.46 -5.44 2.37 -0.343
C -2.57 -4.94 3.06 -0.600
C -2.94 -3.52 2.71 -0.132
C -2.53 -5.77 -0.07 -0.037
H -2.33 -4.94 4.13 0.449
H -3.43 -5.62 3.07 0.385
H -3.48 -3.62 1.76 -0.077
H -2.05 -2.89 2.62 -0.141
H -3.59 -3.00 3.42 0.497
H -1.82 -4.94 -0.15 -0.348
H -3.53 -5.44 0.22 0.398
H -2.54 -6.34 -1.00 0.135
O -4.25 -3.26 -1.43 -0.315
S -4.48 -1.76 -1.49 0.308
O -3.74 -0.78 -0.67 0.039
O -4.31 -1.34 -3.12 -0.112
C -4.22 0.05 -3.42 0.419
C -2.97 0.35 -4.18 -1.021
C -6.38 -1.45 -1.24 -0.747
H -4.39 0.71 -2.58 0.008
H -5.04 0.32 -4.09 -0.014
H -2.12 0.20 -3.51 -0.215
H -2.84 1.39 -4.47 0.569
H -2.80 -0.22 -5.10 0.170
H -6.64 -1.07 -0.25 0.407
H -6.97 -2.33 -1.48 0.295
H -6.62 -0.65 -1.94 0.042
O 3.62 1.40 5.75 -0.630
S 3.68 0.16 4.89 0.872
O 4.11 0.30 3.50 -0.328
O 4.53 -1.06 5.65 -0.090
C 4.48 -1.05 7.05 -0.158
C 4.82 -2.42 7.55 -1.276
C 1.94 -0.68 4.76 -0.706
H 3.50 -0.83 7.47 0.345
H 5.18 -0.30 7.43 0.267
H 5.84 -2.68 7.30 0.277
H 4.08 -3.09 7.10 0.303
H 4.59 -2.57 8.61 0.404
H 2.04 -1.55 4.12 0.327
H 1.17 -0.04 4.33 0.010
H 1.72 -0.89 5.81 0.395
O -0.34 9.29 -1.42 -0.597
S 0.86 8.74 -0.74 1.134
O 1.11 8.95 0.68 -0.600
O 0.98 7.05 -0.93 -0.206
C 0.74 6.39 -2.15 -0.026
C -0.61 5.61 -2.05 -1.043
C 2.50 9.25 -1.57 -0.948
H 1.47 5.58 -2.21 -0.105
H 0.88 7.13 -2.94 0.551
H -0.82 4.77 -2.71 0.485
H -1.38 6.39 -2.09 0.372
H -0.70 5.03 -1.14 -0.021
H 2.30 10.29 -1.83 0.404
H 2.76 8.61 -2.41 0.310
H 3.37 9.05 -0.95 0.309
O -0.80 1.21 6.93 -0.545
S -2.15 1.42 6.53 1.125
O -3.22 1.02 7.45 -0.640
O -2.32 3.02 6.15 -0.171
C -2.07 3.88 7.19 -0.379
C -1.20 4.99 6.56 -0.930
C -2.32 0.70 4.82 -0.470
H -1.56 3.38 8.00 0.471
H -2.94 4.40 7.60 0.240
H -1.62 5.25 5.59 0.074
H -0.20 4.63 6.31 0.215
H -0.94 5.84 7.19 0.448
H -1.45 1.07 4.28 -0.117
H -3.12 1.30 4.38 0.246
H -2.28 -0.39 4.83 0.469
O -5.17 4.66 -0.35 -0.562
S -6.06 3.53 -0.09 1.075
O -7.33 3.96 0.41 -0.645
O -6.18 2.66 -1.56 -0.032
C -7.24 3.14 -2.41 -0.597
C -7.35 2.41 -3.79 -0.953
C -5.24 2.27 1.01 -0.610
H -7.23 4.22 -2.57 0.400
H -8.13 3.00 -1.80 0.426
H -6.50 2.66 -4.42 0.275
H -8.21 2.64 -4.43 0.426
H -7.27 1.35 -3.54 0.074
H -4.92 2.80 1.91 0.231
H -4.44 1.71 0.52 -0.022
H -5.97 1.54 1.34 0.499
O -6.72 -3.24 -4.31 -0.591
S -5.78 -3.58 -5.41 1.390
O -6.12 -4.53 -6.43 -0.676
O -5.37 -2.11 -6.13 -0.176
C -4.81 -2.09 -7.43 -0.123
C -4.81 -0.66 -8.00 -1.127
C -4.06 -3.95 -4.81 -0.474
H -5.32 -2.82 -8.06 0.427
H -3.77 -2.39 -7.30 0.112
H -5.79 -0.26 -8.26 0.329
H -4.10 -0.49 -8.81 0.377
H -4.47 -0.06 -7.16 0.148
H -3.37 -3.79 -5.65 0.316
H -4.00 -4.96 -4.41 0.131
H -3.75 -3.25 -4.03 0.055
O -1.49 -6.00 -4.93 -0.551
S -0.51 -4.90 -5.05 1.277
O -0.91 -3.54 -5.34 -0.539
O 0.26 -4.93 -3.56 -0.140
C 0.62 -6.14 -2.88 -0.266
C 1.18 -5.86 -1.51 -0.856
C 0.90 -5.56 -6.05 -1.177
H 1.37 -6.68 -3.48 0.360
H -0.29 -6.73 -2.84 0.298
H 1.37 -6.73 -0.88 0.325
H 0.66 -5.12 -0.92 -0.088
H 2.17 -5.50 -1.79 0.309
H 1.83 -5.10 -5.70 0.316
H 0.98 -5.25 -7.09 0.445
H 1.02 -6.61 -5.80 0.367
O 7.09 -3.05 0.44 -0.625
S 5.65 -3.44 0.36 1.194
O 4.99 -4.17 -0.75 -0.538
O 5.11 -4.13 1.79 -0.305
C 5.57 -3.53 3.03 0.163
C 6.80 -4.21 3.62 -1.327
C 4.64 -1.84 0.39 -1.023
H 4.75 -3.74 3.72 0.197
H 5.59 -2.44 3.00 0.158
H 7.70 -3.61 3.51 0.307
H 6.95 -5.25 3.33 0.352
H 6.64 -4.42 4.68 0.364
H 3.65 -1.98 0.83 0.247
H 4.65 -1.43 -0.62 0.295
H 5.21 -1.15 1.01 0.517
O 2.08 -0.23 -6.00 -0.636
S 2.00 0.41 -4.68 1.146
O 1.24 1.61 -4.56 -0.570
O 1.49 -0.69 -3.56 -0.024
C 1.73 -2.01 -3.74 0.300
C 2.84 -2.62 -2.84 -0.682
C 3.78 0.58 -4.12 -0.753
H 1.95 -2.32 -4.77 0.466
H 0.83 -2.61 -3.58 -0.707
H 3.77 -2.06 -2.81 0.387
H 3.00 -3.67 -3.09 0.247
H 2.52 -2.44 -1.81 0.053
H 3.72 0.96 -3.10 0.015
H 4.24 1.33 -4.76 0.485
H 4.28 -0.39 -4.12 0.312
O -0.08 1.01 1.82 -0.241
S 0.76 0.74 0.67 0.100
O 2.16 1.14 0.54 -0.237
O 0.70 -0.88 0.45 0.199
C -0.62 -1.49 0.40 0.009
C -0.75 -2.16 -0.99 1.275
C -0.18 1.27 -0.85 0.487
H -1.40 -0.76 0.61 0.357
H -0.86 -2.25 1.14 -0.288
H 0.16 -2.71 -1.25 -0.409
H -0.88 -1.46 -1.81 -0.587
H -1.54 -2.91 -1.02 -0.415
H -0.17 2.36 -0.80 -0.009
H -1.14 0.75 -0.78 -0.305
H 0.39 0.82 -1.66 -0.176
O 6.26 3.88 0.01 -0.688
S 4.99 4.52 -0.37 1.441
O 4.14 5.30 0.56 -0.555
O 5.32 5.38 -1.76 -0.352
C 5.98 6.68 -1.59 -0.206
C 7.51 6.70 -1.71 -1.240
C 3.84 3.34 -1.10 -0.657
H 5.93 7.03 -0.56 0.244
H 5.54 7.30 -2.37 0.375
H 7.74 6.09 -2.59 0.304
H 7.95 6.09 -0.92 0.278
H 8.03 7.65 -1.78 0.382
H 4.39 2.42 -1.29 0.300
H 3.66 3.88 -2.03 0.444
H 2.94 3.38 -0.49 -0.125
O -2.38 3.30 0.31 -0.166
S -1.94 3.93 1.59 0.728
O -2.39 3.47 2.89 -0.501
O -0.30 4.22 1.58 -0.014
C 0.37 4.65 2.76 -0.124
C 1.51 3.61 2.94 -0.358
C -2.33 5.79 1.60 -0.660
H -0.17 4.67 3.70 -0.128
H 0.71 5.68 2.64 0.411
H 0.98 2.69 3.18 -0.307
H 2.16 3.78 3.80 0.623
H 2.12 3.66 2.04 -0.124
H -1.67 6.13 0.81 0.024
H -2.03 6.14 2.59 0.264
H -3.33 6.00 1.23 0.384
O -3.86 -9.28 -4.36 -0.626
S -3.73 -8.93 -2.94 1.092
O -2.35 -8.86 -2.37 -0.598
O -4.48 -7.50 -2.59 -0.046
C -5.67 -7.15 -3.25 -0.418
C -6.23 -5.89 -2.60 -0.912
C -4.59 -10.05 -1.81 -0.971
H -6.50 -7.86 -3.33 0.491
H -5.44 -6.96 -4.30 0.303
H -5.53 -5.06 -2.51 -0.188
H -6.52 -6.18 -1.58 0.457
H -7.18 -5.62 -3.04 0.453
H -4.12 -10.06 -0.82 0.320
H -4.47 -11.08 -2.13 0.375
H -5.60 -9.64 -1.75 0.322

=====

So which one is most stable? That would be #two, about 0.377 eV below the next structure.